1.
# CH6N2S

A 2-piece molecular cluster, CH6N2S overall (wB97M-V/def2-TZVPD, the OMol25 dataset).

Last columns: bonded neighbours and bond lengths (Å).
Geometry (Å):
1 H 2.118 -0.156 -1.947  N2 1.022
2 N 1.853 -1.018 -1.468  H1 1.022, C3 1.295
3 C 1.610 -0.806 -0.213  N2 1.295, N4 1.376, H5 1.119
4 N 0.417 -0.280 0.228  C3 1.376, H6 1.005, H7 1.007
5 H 2.064 -1.497 0.540  C3 1.119
6 H 0.194 -0.640 1.139  N4 1.005
7 H -0.050 -0.065 -0.638  N4 1.007
8 S -2.728 1.186 1.173  H9 1.338, H10 1.377
9 H -3.087 0.758 -0.043  S8 1.338
10 H -2.391 2.519 1.229  S8 1.377

Values from the calculation:
HOMO-LUMO gap in eV: 8.76
Structure (SMILES): [H]/N=C\N.S
Molar mass in g mol⁻¹: 78.1
E_HOMO in eV: -8.20

2.
# CH6N2S

A 2-piece molecular cluster, CH6N2S overall (wB97M-V/def2-TZVPD, the OMol25 dataset).

Last columns: bonded neighbours and bond lengths (Å).
Geometry (Å):
1 C 1.234 1.027 -0.084  H5 1.072, H6 1.070, H7 1.071
2 N -0.199 -1.520 -0.246  N3 1.356, H8 1.013, H9 1.015
3 N -0.546 -0.371 0.386  N2 1.356, S4 1.667
4 S -1.919 0.413 -0.143  N3 1.667, H10 1.336
5 H 0.705 1.952 -0.206  C1 1.072
6 H 1.794 0.883 0.816  C1 1.070
7 H 1.573 0.540 -0.976  C1 1.071
8 H 0.176 -2.189 0.417  N2 1.013
9 H -0.853 -1.914 -0.914  N2 1.015
10 H -1.965 1.180 0.951  S4 1.336

Values from the calculation:
HOMO-LUMO gap (alpha / beta) in eV: 8.11 / 8.23
Molar mass in g mol⁻¹: 78.1
E_HOMO (alpha / beta) in eV: -7.43 / -7.35

Last place for stability: 2

1.
# C18H16N2O6

One molecule with the formula C18H16N2O6 (wB97M-V/def2-TZVPD, the OMol25 dataset).

Last columns: bonded neighbours and bond lengths (Å).
Geometry (Å):
1 O 2.215 1.203 1.881  C2 1.208
2 C 3.021 0.306 1.811  O1 1.208, O3 1.338, C4 1.476
3 O 3.501 -0.305 2.901  C2 1.338, H27 0.970
4 C 3.562 -0.226 0.544  C2 1.476, C5 1.393, C9 1.399
5 C 4.458 -1.292 0.519  C4 1.393, C6 1.382, H28 1.079
6 C 4.944 -1.756 -0.688  C5 1.382, C7 1.386, H29 1.079
7 C 4.547 -1.155 -1.873  C6 1.386, C8 1.385, H30 1.080
8 C 3.660 -0.092 -1.855  C7 1.385, C9 1.387, H31 1.080
9 C 3.155 0.376 -0.651  C4 1.399, C8 1.387, C10 1.502
10 C 2.208 1.542 -0.648  C9 1.502, O11 1.210, C12 1.478
11 O 2.600 2.675 -0.816  C10 1.210
12 C 0.777 1.198 -0.520  C10 1.478, C13 1.401, C26 1.383
13 C -0.162 2.226 -0.366  C12 1.401, C14 1.369, H32 1.079
14 C -1.501 1.958 -0.257  C13 1.369, C15 1.414, H33 1.077
15 C -2.006 0.639 -0.294  C14 1.414, N16 1.356, C22 1.418
16 N -3.344 0.421 -0.340  C15 1.356, C17 1.444, C21 1.451
17 C -3.992 -0.715 -0.952  N16 1.444, C18 1.536, H34 1.100, H35 1.087
18 C -4.950 -1.365 0.057  C17 1.536, O19 1.416, H36 1.092, H37 1.100
19 O -5.569 -0.394 0.881  C18 1.416, C20 1.400
20 C -5.673 0.856 0.258  O19 1.400, C21 1.542, H38 1.091, H39 1.100
21 C -4.282 1.472 0.011  N16 1.451, C20 1.542, H40 1.099, H41 1.093
22 C -1.033 -0.391 -0.338  C15 1.418, N23 1.431, C26 1.391
23 N -1.323 -1.767 -0.074  C22 1.431, O24 1.218, O25 1.217
24 O -2.165 -2.023 0.768  N23 1.218
25 O -0.661 -2.609 -0.652  N23 1.217
26 C 0.320 -0.107 -0.491  C12 1.383, C22 1.391, H42 1.081
27 H 3.110 0.089 3.697  O3 0.970
28 H 4.762 -1.744 1.449  C5 1.079
29 H 5.636 -2.584 -0.707  C6 1.079
30 H 4.931 -1.515 -2.816  C7 1.080
31 H 3.354 0.380 -2.777  C8 1.080
32 H 0.199 3.243 -0.348  C13 1.079
33 H -2.186 2.785 -0.170  C14 1.077
34 H -4.558 -0.348 -1.821  C17 1.100
35 H -3.278 -1.445 -1.323  C17 1.087
36 H -4.402 -2.026 0.731  C18 1.092
37 H -5.713 -1.943 -0.485  C18 1.100
38 H -6.240 1.490 0.942  C20 1.091
39 H -6.236 0.777 -0.685  C20 1.100
40 H -4.357 2.229 -0.783  C21 1.099
41 H -3.934 1.948 0.931  C21 1.093
42 H 1.004 -0.941 -0.546  C26 1.081

Values from the calculation:
HOMO-LUMO gap in eV: 7.97
Structure (SMILES): O=C(O)c1ccccc1C(=O)c1ccc(N2CCOCC2)c([N+](=O)[O-])c1
Molar mass in g mol⁻¹: 356.3
E_HOMO in eV: -8.25

2.
# C18H16N2O6

One molecule with the formula C18H16N2O6 (wB97M-V/def2-TZVPD, the OMol25 dataset).

Last columns: bonded neighbours and bond lengths (Å).
Geometry (Å):
1 C 0.602 2.419 -2.064  O2 1.409, H27 1.094, H28 1.095, H29 1.088
2 O -0.398 1.430 -1.968  C1 1.409, C3 1.358
3 C -1.289 1.500 -0.946  O2 1.358, C4 1.392, C26 1.396
4 C -1.321 2.493 0.028  C3 1.392, C5 1.387, H30 1.078
5 C -2.270 2.438 1.037  C4 1.387, C6 1.381, H31 1.079
6 C -3.175 1.397 1.106  C5 1.381, C7 1.394, H32 1.078
7 C -3.135 0.388 0.146  C6 1.394, C8 1.485, C26 1.386
8 C -4.100 -0.736 0.258  C7 1.485, O9 1.201, C10 1.537
9 O -5.276 -0.572 0.437  C8 1.201
10 C -3.510 -2.155 0.229  C8 1.537, C11 1.490, H33 1.091, H34 1.096
11 C -2.182 -2.301 -0.430  C10 1.490, O12 1.211, C13 1.541
12 O -1.990 -2.788 -1.521  C11 1.211
13 C -0.991 -1.833 0.429  C11 1.541, O14 1.211, N15 1.355
14 O -1.061 -1.779 1.636  C13 1.211
15 N 0.079 -1.594 -0.366  C13 1.355, C16 1.394, H35 1.020
16 C 1.395 -1.203 -0.120  N15 1.394, C17 1.400, C24 1.406
17 C 2.344 -1.689 -1.028  C16 1.400, C18 1.375, H36 1.080
18 C 3.677 -1.375 -0.913  C17 1.375, C19 1.390, H37 1.078
19 C 4.074 -0.545 0.130  C18 1.390, N20 1.437, C23 1.387
20 N 5.459 -0.193 0.275  C19 1.437, O21 1.213, O22 1.214
21 O 6.246 -0.665 -0.520  N20 1.213
22 O 5.760 0.559 1.179  N20 1.214
23 C 3.140 -0.032 1.019  C19 1.387, C24 1.387, H38 1.080
24 C 1.791 -0.335 0.913  C16 1.406, C23 1.387, C25 1.492
25 C 0.833 0.306 1.860  C24 1.492, H39 1.088, H40 1.088, H41 1.087
26 C -2.216 0.458 -0.889  C3 1.396, C7 1.386, H42 1.078
27 H 0.170 3.414 -2.211  C1 1.094
28 H 1.244 2.424 -1.177  C1 1.095
29 H 1.195 2.153 -2.936  C1 1.088
30 H -0.619 3.312 0.008  C4 1.078
31 H -2.292 3.218 1.782  C5 1.079
32 H -3.904 1.346 1.899  C6 1.078
33 H -4.248 -2.820 -0.223  C10 1.091
34 H -3.382 -2.408 1.288  C10 1.096
35 H -0.082 -1.916 -1.321  N15 1.020
36 H 2.015 -2.333 -1.830  C17 1.080
37 H 4.412 -1.755 -1.604  C18 1.078
38 H 3.485 0.628 1.801  C23 1.080
39 H 0.396 -0.434 2.528  C25 1.088
40 H 0.009 0.769 1.321  C25 1.088
41 H 1.339 1.061 2.455  C25 1.087
42 H -2.219 -0.254 -1.698  C26 1.078

Values from the calculation:
HOMO-LUMO gap in eV: 8.30
Structure (SMILES): COc1cccc(C(=O)CC(=O)C(=O)Nc2ccc([N+](=O)[O-])cc2C)c1
Molar mass in g mol⁻¹: 356.3
E_HOMO in eV: -9.12

Last place for stability: 1

1.
# CH3NO2S2

One molecule with the formula CH3NO2S2 (wB97M-V/def2-TZVPD, the OMol25 dataset).

Last columns: bonded neighbours and bond lengths (Å).
Geometry (Å):
1 O -0.279 1.406 -0.057  C2 1.196
2 C -0.215 0.229 0.150  O1 1.196, N3 1.402, O5 1.364
3 N 1.010 -0.440 0.281  C2 1.402, S4 1.656, H7 0.965
4 S 2.509 0.235 0.487  N3 1.656, H8 1.423
5 O -1.209 -0.586 0.605  C2 1.364, S6 1.623
6 S -2.666 0.058 0.291  O5 1.623, H9 1.354
7 H 0.968 -1.361 -0.003  N3 0.965
8 H 2.591 0.879 -0.779  S4 1.423
9 H -2.708 -0.419 -0.975  S6 1.354

Values from the calculation:
HOMO-LUMO gap in eV: 9.89
Structure (SMILES): O=C(NS)OS
Molar mass in g mol⁻¹: 125.2
E_HOMO in eV: -9.60

2.
# CH3NO2S2

A 2-piece molecular cluster, CH3NO2S2 overall (wB97M-V/def2-TZVPD, the OMol25 dataset).

Last columns: bonded neighbours and bond lengths (Å).
Geometry (Å):
1 C -2.103 -0.460 -2.166  N2 1.273, S6 1.556
2 N -2.104 -0.714 -0.918  C1 1.273, O3 1.257, O4 1.418
3 O -1.543 0.079 -0.119  N2 1.257
4 O -2.417 -1.974 -0.347  N2 1.418, H8 0.980
5 S 2.071 0.421 -0.326  H7 1.402, H9 1.427
6 S -2.145 -0.014 -3.656  C1 1.556
7 H 0.823 -0.135 -0.640  S5 1.402
8 H -1.649 -2.303 0.165  O4 0.980
9 H 1.484 1.717 -0.443  S5 1.427

Values from the calculation:
HOMO-LUMO gap in eV: 7.26
Molar mass in g mol⁻¹: 125.2
E_HOMO in eV: -8.82

Last place for stability: 2